ORCA calculation (wB97M-V/def2-TZVPD) on a molecular structure, C40H110N10O14SSr at a distorted geometry.

LUMO (eV): -0.43
Highest occupied orbital energy (eV): -8.0

Geometry (Å):
Sr  31.2738  17.7405  -17.9273
S  30.6405  20.0805  -19.8103
O  31.7328  21.0716  -19.8320
O  31.1621  18.7768  -20.1995
O  30.1111  19.7925  -18.4430
O  29.5311  20.3974  -20.7146
C  31.6418  21.6273  -15.3917
C  32.0422  20.1552  -15.3843
C  32.5320  19.8135  -13.9882
O  33.2036  18.5657  -13.9663
C  33.8341  18.3151  -12.7339
N  30.8874  19.3282  -15.8024
H  31.5031  21.9797  -16.4147
H  32.3119  22.3418  -14.9071
H  30.7247  21.8153  -14.8255
H  32.8376  20.1171  -16.1332
H  31.7583  19.8985  -13.2142
H  33.2343  20.5923  -13.6625
H  34.7203  18.9619  -12.7004
H  34.2511  17.3087  -12.6938
H  33.2145  18.4694  -11.8482
H  30.2767  19.4087  -14.9924
H  30.4411  19.9336  -16.4884
C  26.4769  21.6780  -15.2910
C  27.1945  20.6446  -16.1390
C  26.3559  20.2997  -17.3763
O  25.0333  19.8255  -17.1052
C  25.0060  18.5190  -16.6076
N  28.4812  21.1623  -16.5650
H  27.1622  22.2339  -14.6462
H  25.6971  21.2637  -14.6503
H  25.9787  22.4744  -15.8511
H  27.3262  19.7716  -15.4925
H  26.9401  19.6213  -18.0133
H  26.2526  21.1517  -18.0521
H  25.3952  17.8145  -17.3527
H  23.9629  18.2867  -16.3903
H  25.5615  18.3714  -15.6750
H  28.3834  22.0956  -16.9511
H  28.8573  20.5894  -17.3226
C  28.0034  25.2653  -19.9435
C  29.3808  24.5760  -19.7715
C  29.2217  23.5332  -18.6542
O  28.7826  24.0649  -17.4150
C  29.8069  24.8053  -16.7853
N  29.7063  23.8964  -21.0411
H  28.0194  26.0309  -20.7157
H  27.7438  25.7248  -18.9866
H  27.2358  24.5045  -20.0954
H  30.0737  25.3750  -19.5039
H  30.0411  22.8161  -18.5095
H  28.4705  22.8517  -19.0704
H  30.7104  24.2042  -16.6643
H  29.4688  25.1157  -15.7940
H  30.0232  25.7706  -17.2528
H  30.4256  23.2478  -20.7110
H  28.9127  23.2619  -21.1563
C  35.8071  18.5859  -19.4261
C  34.9047  18.2663  -18.2171
C  35.5117  18.7248  -16.9184
O  35.5375  20.1565  -16.9470
C  36.0022  20.6110  -15.6923
N  33.5760  18.8902  -18.5230
H  35.4969  18.1766  -20.3844
H  36.7767  18.1064  -19.2465
H  35.9903  19.6588  -19.4881
H  34.6360  17.2152  -18.3639
H  36.5092  18.3503  -16.6791
H  34.8636  18.4287  -16.0833
H  37.0088  20.2631  -15.4373
H  35.3534  20.3602  -14.8485
H  36.1043  21.6959  -15.7388
H  33.7341  19.8557  -18.2236
H  33.4739  19.0029  -19.5301
C  34.8189  16.3616  -23.0957
C  33.2918  16.5294  -22.9705
C  32.5526  15.2192  -23.1278
O  32.7443  14.6027  -24.3730
C  32.2691  15.3076  -25.5071
N  33.0845  17.0814  -21.6171
H  35.2237  15.7144  -22.3134
H  35.3195  17.3220  -22.9528
H  35.1680  15.9289  -24.0333
H  32.9467  17.2593  -23.7103
H  31.4897  15.3482  -22.8751
H  32.8879  14.5192  -22.3554
H  32.9366  16.1400  -25.7477
H  31.2418  15.6543  -25.3990
H  32.3909  14.6261  -26.3491
H  33.6806  17.9017  -21.5949
H  32.1243  17.3721  -21.4676
C  25.1779  21.8128  -22.4552
C  26.0576  21.2023  -21.3527
C  26.2110  19.6773  -21.4739
O  25.0220  18.9043  -21.5583
C  24.2207  18.9512  -20.3779
N  27.3700  21.8360  -21.3238
H  24.9908  22.8558  -22.2021
H  24.1893  21.3504  -22.4786
H  25.6636  21.6371  -23.4150
H  25.6364  21.4635  -20.3765
H  26.8125  19.3535  -20.6184
H  26.7408  19.4256  -22.3942
H  24.7726  18.6680  -19.4784
H  23.4703  18.1984  -20.6178
H  23.7485  19.9181  -20.1962
H  28.0205  21.3026  -20.7236
H  27.8555  21.7498  -22.2100
C  30.5410  13.6983  -18.2534
C  30.8686  14.6723  -19.3952
C  29.6659  15.4084  -19.9351
O  29.3201  16.5128  -19.0867
C  28.2718  17.2738  -19.6736
N  32.0507  15.5417  -19.1355
H  29.8469  12.9565  -18.6455
H  30.0598  14.0951  -17.3560
H  31.4749  13.2688  -17.8850
H  31.1931  14.0602  -20.2457
H  28.8343  14.7174  -20.0875
H  29.9298  15.8342  -20.9096
H  27.2974  16.7854  -19.6280
H  28.5074  17.6055  -20.6860
H  28.2322  18.2130  -19.1213
H  32.3314  15.7881  -20.0894
H  32.6886  14.8117  -18.8284
C  34.2361  20.8129  -24.1762
C  33.7406  21.4833  -22.8751
C  32.6461  22.5015  -23.0678
O  33.1992  23.7390  -23.5021
C  32.2026  24.5675  -24.0588
N  33.2774  20.4313  -21.9555
H  33.3986  20.6300  -24.8590
H  34.6787  19.8357  -23.9876
H  34.8936  21.4748  -24.7399
H  34.6716  21.9287  -22.5159
H  32.1240  22.6942  -22.1260
H  31.8697  22.1151  -23.7379
H  31.5560  24.1011  -24.8088
H  32.7324  25.3351  -24.6300
H  31.6070  25.0690  -23.2935
H  32.8466  20.7788  -21.0799
H  32.4539  20.0428  -22.4039
C  29.6051  18.0810  -23.5831
C  29.9041  19.4393  -24.2096
C  29.6017  19.4609  -25.7021
O  30.2727  18.4088  -26.3763
C  30.2981  18.5604  -27.7721
N  29.1303  20.4307  -23.4704
H  30.2645  17.3245  -24.0134
H  28.5564  17.8333  -23.7593
H  29.8232  18.0034  -22.5174
H  30.9488  19.6576  -23.9886
H  29.8826  20.4675  -26.0340
H  28.5498  19.2608  -25.9297
H  30.8184  19.4847  -28.0463
H  29.2961  18.6011  -28.2107
H  30.8732  17.7312  -28.1814
H  29.3789  21.3726  -23.7601
H  29.3726  20.3869  -22.4600
C  35.1302  22.7343  -19.2319
C  34.0495  23.0737  -18.2301
C  34.3341  24.2523  -17.3261
O  33.2997  24.3442  -16.3428
C  33.3616  25.5525  -15.6319
N  32.8262  23.3846  -18.9966
H  34.7690  22.0095  -19.9685
H  35.9685  22.2459  -18.7306
H  35.3579  23.5770  -19.8875
H  33.8357  22.1867  -17.6166
H  34.3732  25.1344  -17.9769
H  35.2639  24.2609  -16.7469
H  32.6587  25.5440  -14.7974
H  33.0578  26.3891  -16.2694
H  34.3484  25.7521  -15.2025
H  32.1962  23.7715  -18.2947
H  32.3739  22.4899  -19.2406

Force components x, y, z for each atom (eV/Å):
0.1052 0.2254 0.0435
-0.9018 0.1471 -0.8822
-1.4833 -0.5906 0.7915
1.3527 -2.0969 -0.8371
-0.0135 1.0446 0.5891
0.7446 0.4529 0.8857
-0.4887 0.9054 0.5326
0.1371 1.0147 0.4676
1.0033 0.1921 -0.0797
-0.8229 -0.5173 0.0262
1.0846 0.2629 -0.1551
0.5546 0.2238 0.5030
-0.1588 -0.0274 0.0068
0.6738 -0.4209 -0.2798
-0.3315 -0.3764 -0.3341
0.2429 -0.6344 0.2381
-0.4576 -0.4551 -0.2409
0.2311 0.0670 -0.2687
-0.0833 0.2264 0.4813
-0.4094 -0.1685 -0.2980
-0.2194 0.1241 -0.1342
-0.3460 -0.3543 -0.1937
-0.3603 -0.1479 -0.0288
-0.3898 0.8437 0.5768
-0.7157 0.7699 -0.1983
-0.1798 -0.2706 -0.1794
0.7391 0.4001 -0.1066
-0.2446 -0.3299 0.0819
0.2261 -0.4168 -0.0823
0.2331 -0.3472 0.0817
0.0640 -0.2374 -0.0751
0.0827 -0.2245 -0.4614
0.2102 -0.2201 -0.2595
-0.1945 -0.6297 0.1767
-0.1620 0.4344 0.4682
-0.0176 -0.1136 0.0140
0.0281 -0.0882 -0.1273
0.1258 0.1989 -0.0191
-0.0964 0.1317 0.2715
-0.1695 0.2666 0.1166
0.4508 -0.2226 1.0331
-1.3847 0.5074 -0.2158
-0.3661 -0.3033 -0.6864
0.0959 0.0607 -0.0920
-0.1798 0.3341 0.7003
0.5390 -0.3575 1.3126
-0.0448 -0.1709 -0.1500
-0.0202 0.2426 -0.0830
0.0071 0.0528 -0.4811
0.5032 -0.2960 -0.2467
0.6635 0.5951 0.0494
-0.5529 0.2110 0.4751
0.1448 0.1011 -0.1107
-0.2134 -0.4354 0.0872
0.1494 -0.2351 -0.5554
0.4250 -0.0457 -0.7742
-0.1005 0.2308 -0.3840
1.3239 -0.2774 0.8585
-0.5570 -0.4271 -3.3208
-1.1427 0.3276 0.4966
0.3304 -0.6239 0.6194
0.4152 0.9826 0.1078
0.6031 1.0402 1.3995
-0.5559 0.1454 0.1122
0.1289 0.1399 -0.0033
-0.1340 0.0115 -0.1823
0.7940 -0.3744 1.0875
0.0898 -0.2382 -0.5088
-0.0483 -0.0994 0.0721
0.0207 -0.3977 -0.2622
-0.2834 -0.1765 -0.1842
-0.2977 0.0309 -0.1100
-0.5848 0.1420 -0.0598
-0.0077 -0.2445 -0.0887
0.0611 -0.1336 -0.0897
0.9420 0.2806 0.4931
-0.1537 -0.0106 0.3528
-0.1429 -0.3483 0.1245
0.7914 -0.0554 -0.1276
-0.0260 -0.8826 -0.3199
-0.3267 -0.0970 0.1451
-0.0994 0.1108 -0.1772
-0.2851 0.1347 -0.1661
-0.0246 -0.1236 -0.2148
-0.2630 0.2618 -0.4217
0.3961 -0.0828 -0.1716
-0.2192 0.3054 0.1638
-0.0847 -0.0029 -0.0149
-0.3998 -0.1169 0.0746
-0.4172 0.3951 0.3592
0.0599 0.5338 -0.1981
-0.0150 -0.4905 0.8595
-0.2375 0.0882 -0.1595
-0.1960 0.0143 -0.3042
0.0037 0.5935 0.7054
0.0131 -0.5496 -0.9242
0.5187 -0.0279 0.3472
0.3636 0.1755 -0.4517
0.1009 -0.2636 -0.0247
-0.0604 0.3979 -0.1256
-0.3572 -0.2563 -0.0038
0.0989 -0.1574 0.1067
0.2411 0.2386 0.0502
0.1599 -0.0299 -0.0112
-0.2942 0.1126 0.5377
0.0295 0.0947 -0.1174
-0.7990 0.4093 -0.1539
-0.5315 -0.0574 -0.3628
0.1916 0.4909 0.0696
-0.3814 -0.7238 -0.1860
0.5668 0.8583 0.0091
-0.1784 -0.9005 -0.2546
-0.0984 1.2156 0.2634
-0.9816 -1.0122 0.0739
0.2930 -0.3004 0.0797
-0.0517 0.5582 -0.2252
-0.1265 -0.4776 -0.1956
-0.3736 -0.3983 0.0569
-0.1543 0.0618 0.1765
-0.0749 -0.0035 -0.1220
0.1125 -0.2616 -0.0300
0.1071 -0.4142 -0.1738
-0.1470 -0.1117 0.1730
0.7896 0.5721 0.2628
0.6931 0.5928 0.0388
-1.0651 0.3184 -0.4151
0.7990 -1.0077 -0.1232
0.2642 0.8403 0.6439
-0.6285 -0.7029 -0.8181
0.5908 1.0818 -0.3823
-0.0083 -0.2364 0.0602
-0.1723 -0.1042 0.0655
0.3241 0.1902 0.1651
0.2379 -0.1099 0.1683
-0.4138 0.3838 0.6815
0.0944 -0.1471 0.2142
0.1122 0.0127 -0.4271
-0.0608 -0.5218 0.2975
0.0373 0.1267 0.2018
-0.1937 -0.2291 0.0747
0.7468 0.2474 -0.8100
-0.0953 -0.4879 -0.1533
0.2952 -0.4544 -0.3408
-0.1002 -0.5358 1.3624
-0.1914 -0.2749 0.1507
0.7445 0.1414 0.3439
0.2892 0.3518 0.0394
-0.3495 0.3706 0.0242
-0.2544 -0.0987 -0.3707
0.0270 -0.1882 0.0436
-0.1423 0.6091 0.1840
0.6075 -0.1982 -0.7528
0.0564 -0.1046 -0.5546
-0.3201 0.6213 0.5076
-0.0122 0.0744 -0.0498
-0.0819 -0.1540 0.0246
-0.1883 -0.0903 -0.0199
0.0473 0.0156 -0.1564
-0.1394 -0.1683 -0.9609
0.0453 -0.3976 -0.1915
-0.7665 -0.5014 -0.4729
0.1423 0.2807 0.2761
-0.0337 -0.0206 -0.1948
-0.3633 0.4030 0.0909
-0.2631 0.0837 0.8110
-0.3254 -0.2238 0.3046
0.3679 0.4403 -0.1932
0.4546 0.2524 0.4634
0.3770 -0.0084 0.2935
-0.2641 0.2152 0.1000
0.3619 -0.5174 -0.3838
-0.0808 -0.3631 -0.0676
0.2301 0.1082 -0.0794
0.1653 -0.0633 -0.1725
-0.1854 0.2294 -0.2791
0.4454 0.8112 -0.0424